Entry from the Open Molecules 2025 dataset: a structure of composition C42H61GeN9OS2SiTi (wB97M-V/def2-TZVPD).

## Properties
HOMO-LUMO gap (alpha / beta): 6.00 / 5.77 eV
relative energy (zero: lowest compared OMol25 entry of this formula, charge and spin): 0.000 eV
lowest unoccupied orbital energy (alpha / beta): -9.1 / -9.1 eV
2S+1: 2
expectation value of S²: 0.79
total charge: +3
strongest force on any atom: 2.123 eV/Å
HOMO energy (alpha / beta): -15.102 / -14.885 eV

XYZ file:
```
118
Properties=species:S:1:pos:R:3:forces:R:3
Ti 0.804301 -0.861379 0.640394 0.2 0.5 1.6
O 0.217895 -2.683838 0.457227 -0.3 -0.8 -0.1
S 0.258271 -4.180383 0.886198 -0.1 -0.3 -0.2
C 1.380568 -4.961619 -0.327209 0.0 -0.1 0.2
C 0.590188 -6.100705 -0.962023 -0.1 0.1 -0.1
C -0.819681 -5.558945 -1.179469 0.1 0.0 0.0
C -1.231732 -4.926286 0.144835 0.1 0.0 -0.1
H 2.275902 -5.294976 0.195131 0.0 0.1 0.0
H 1.636309 -4.179210 -1.043026 -0.1 0.0 0.0
H 0.568215 -6.963094 -0.293482 0.0 0.0 0.0
H 1.055036 -6.414618 -1.895808 0.1 0.0 0.0
H -1.511815 -6.348455 -1.468654 0.0 0.0 0.0
H -0.810718 -4.805714 -1.967499 0.0 0.0 0.0
H -1.557170 -5.675940 0.867738 0.0 0.0 0.0
H -1.992813 -4.151144 0.060942 0.0 0.0 0.1
S 4.770692 1.060215 -0.619424 -0.4 -0.1 0.1
C 3.804971 2.352677 -0.054581 0.1 -0.1 0.0
C 2.579392 1.906414 0.308798 0.0 0.1 0.1
N 2.382429 0.552039 0.147971 0.7 0.0 -0.4
C 3.479760 -0.005445 -0.338259 0.4 0.3 -0.1
H 4.184550 3.361043 -0.014652 0.0 0.0 0.0
H 1.799782 2.521591 0.722852 0.0 0.0 0.0
H 3.601106 -1.066222 -0.504104 -0.1 0.0 0.0
N -2.776342 -2.495215 -2.708896 -0.1 0.0 0.0
C -1.503234 -2.109236 -2.520505 0.2 -0.3 -0.1
C -1.159257 -1.117168 -1.579470 0.0 0.6 0.1
N 0.106617 -0.752343 -1.353910 -0.5 -0.7 -1.6
C 1.038254 -1.365577 -2.128493 0.1 0.3 0.1
C 0.687687 -2.322775 -3.057425 0.0 -0.1 -0.1
N -0.559367 -2.730792 -3.238429 -0.1 0.2 0.1
H -3.558056 -2.040221 -2.268799 0.1 0.0 0.1
H -2.963529 -3.180735 -3.424134 0.0 0.0 0.0
H -1.936135 -0.598749 -1.035510 0.0 -0.1 0.1
H 2.060126 -1.033406 -2.055576 0.0 0.0 0.1
H 1.441171 -2.789200 -3.682434 0.1 0.0 0.0
N 3.390412 -4.050429 4.050947 0.2 -0.7 -0.1
N 3.203067 -2.925037 3.338176 -0.4 0.5 -0.3
N 4.072678 -1.943735 3.342467 0.2 -0.1 0.3
C 3.541601 -1.099616 2.483518 -0.2 0.1 0.0
N 2.386128 -1.569490 1.980990 0.4 0.0 0.2
N 2.193385 -2.757516 2.542056 0.2 -0.3 0.2
H 4.127267 -3.963764 4.735371 0.0 0.2 0.1
H 2.540377 -4.503254 4.350308 -0.1 0.2 0.1
H 3.993167 -0.148867 2.262663 -0.1 0.0 0.0
C 2.503954 0.001690 -6.299912 0.0 0.0 0.0
C 1.126512 0.157762 -6.363836 0.0 0.0 -0.1
C 0.432984 0.686700 -5.284779 -0.1 0.0 0.0
C 1.126425 1.073067 -4.137524 -0.3 0.0 0.7
C 2.510363 0.899935 -4.071632 0.1 0.0 0.0
C 3.197497 0.374119 -5.151592 0.0 0.0 0.0
Ge 0.149712 2.015701 -2.742463 -0.1 1.4 -1.6
C -1.749109 2.282383 -3.077890 0.7 -0.4 0.5
C -2.216356 3.597436 -3.043176 0.1 0.0 0.0
C -3.508983 3.874990 -3.462920 0.0 0.0 0.0
C -4.340540 2.848806 -3.886564 0.0 0.1 0.0
C -3.878244 1.537395 -3.913267 0.0 -0.1 0.0
C -2.585536 1.251853 -3.510859 -0.1 0.0 0.0
C 1.049084 3.601743 -2.054728 -0.4 -0.8 0.1
C 0.468853 4.373494 -1.045505 0.0 0.0 0.1
C 1.023674 5.596251 -0.709527 0.0 0.0 0.1
C 2.159023 6.051241 -1.373512 0.0 -0.1 0.0
C 2.731220 5.288600 -2.384697 0.0 0.0 0.0
C 2.185871 4.059262 -2.722164 0.1 -0.1 -0.1
H 3.043239 -0.400230 -7.147182 0.0 0.0 0.0
H 0.588678 -0.118736 -7.260781 0.0 0.0 0.0
H -0.639171 0.824264 -5.352181 0.0 0.0 0.0
H 3.057491 1.196250 -3.182750 0.0 0.0 0.0
H 4.274043 0.270888 -5.111554 0.0 0.0 0.0
H -1.572980 4.407538 -2.726029 0.0 0.0 0.0
H -3.858219 4.898591 -3.470274 0.0 0.0 0.0
H -5.349176 3.069358 -4.209179 0.0 0.0 0.0
H -4.520805 0.742018 -4.267490 0.0 0.0 0.0
H -2.219911 0.233624 -3.557128 0.0 0.0 -0.1
H -0.424302 4.027712 -0.535921 0.0 0.0 0.0
H 0.565279 6.202200 0.060831 0.0 0.0 0.0
H 2.593007 7.006219 -1.108684 0.0 0.0 0.0
H 3.598123 5.654519 -2.918855 0.0 0.0 0.0
H 2.625650 3.482888 -3.526143 0.0 0.0 0.0
C -0.103505 2.889501 2.480500 0.0 -0.1 0.1
C 0.027424 1.685473 3.429182 0.0 -0.3 -0.3
C -0.613457 2.084796 4.764561 0.0 0.0 0.0
C 1.522109 1.424900 3.673224 -0.2 0.0 0.1
Si -0.791120 0.095802 2.602106 -0.6 0.3 0.6
C -2.436066 0.615453 1.650131 0.3 -0.1 0.1
C -3.403594 1.450019 2.500910 0.0 0.0 0.0
C -3.167572 -0.673706 1.233628 0.0 0.1 0.1
C -2.094886 1.447167 0.395142 -0.1 0.0 0.2
C -1.188546 -1.228116 4.016359 0.2 0.1 -0.4
C -2.427833 -0.845996 4.835921 0.0 0.1 0.0
C -1.415465 -2.623926 3.426994 -0.1 0.1 0.0
C 0.007760 -1.360887 4.972170 -0.1 0.1 0.0
H 0.618947 3.664342 2.755967 0.0 0.0 0.0
H -1.094510 3.338089 2.549440 0.0 0.0 -0.1
H 0.064267 2.611036 1.437489 0.0 0.1 0.0
H -0.189146 3.037606 5.096051 0.0 0.0 0.0
H -0.419071 1.357748 5.550357 -0.1 0.1 0.0
H -1.691807 2.220864 4.677727 0.0 0.0 0.0
H 2.008532 2.339993 4.024312 0.0 0.0 0.0
H 2.021525 1.100938 2.757757 0.1 0.1 0.1
H 1.675791 0.665307 4.440133 0.1 0.0 -0.1
H -3.706873 0.923410 3.404073 0.0 0.1 0.0
H -4.310364 1.668987 1.927784 0.0 0.0 0.0
H -2.963074 2.402015 2.795652 -0.1 0.0 0.0
H -3.688561 -1.110056 2.085526 0.0 -0.1 0.0
H -2.484446 -1.432949 0.837223 -0.1 -0.1 0.0
H -3.931376 -0.454596 0.478218 0.0 0.0 0.0
H -2.896728 1.376070 -0.347913 0.0 0.0 -0.1
H -2.004268 2.502582 0.649739 0.1 0.0 -0.1
H -1.147792 1.138232 -0.074816 -0.1 0.1 -0.1
H -3.349697 -1.019851 4.279395 0.0 0.0 0.0
H -2.409809 0.194880 5.155956 -0.1 -0.1 0.1
H -2.475021 -1.463326 5.737486 0.0 0.0 0.0
H -2.215948 -2.646682 2.686732 0.0 -0.1 0.0
H -1.688600 -3.320203 4.226026 0.0 0.0 0.0
H -0.494691 -2.981179 2.973715 0.1 -0.1 0.0
H 0.145162 -0.474516 5.588077 0.1 -0.1 0.0
H 0.933700 -1.548133 4.425359 0.1 0.0 0.0
H -0.160199 -2.199502 5.654767 0.0 0.0 0.0
```
Positions in Å, forces in eV/Å.

These are the Löwdin partial charges, in e, on atoms 1 to 4: atom 1 (Ti): 0.835, atom 2 (O): -0.655, atom 3 (S): 1.067, atom 4 (C): -0.271

=====

Entry from the Open Molecules 2025 dataset: a structure of composition C42H63ClCrN7O3SSi (wB97M-V/def2-TZVPD).

## Properties
HOMO-LUMO gap (alpha / beta): 7.52 / 7.10 eV
lowest unoccupied orbital energy (alpha / beta): 0.0 / -0.2 eV
2S+1: 4
expectation value of S²: 3.95
total charge: 0
strongest force on any atom: 1.929 eV/Å
HOMO energy (alpha / beta): -7.468 / -7.274 eV

XYZ file:
```
119
Properties=species:S:1:pos:R:3:forces:R:3
Cr 0.398361 -1.218371 1.197936 1.2 0.7 0.3
N -2.470239 -0.576771 4.449736 -0.1 -0.1 0.1
C -1.736139 -0.819471 3.326036 0.6 0.0 -0.4
S -0.040539 -1.074871 3.531236 0.1 0.0 0.2
N -2.317339 -0.769171 2.170636 -1.4 0.2 0.8
N -1.516639 -0.905371 1.082036 -0.9 0.2 -1.7
C -2.142439 -0.670771 -0.047064 0.2 -0.3 1.3
C -1.586239 -0.615171 -1.350764 0.9 0.1 -0.9
C -2.462439 -0.479671 -2.443864 0.1 -0.1 0.2
C -2.010339 -0.388571 -3.735764 -0.2 0.0 -0.2
C -0.638139 -0.396771 -3.983064 0.0 0.0 0.2
C 0.255461 -0.518171 -2.945764 0.1 0.0 0.0
C -0.180639 -0.666271 -1.614264 -0.7 0.1 -0.3
O 0.691361 -0.841171 -0.671964 0.4 -0.1 0.3
H -2.036139 -0.846971 5.316736 -0.1 0.0 0.0
H -3.467639 -0.700571 4.383536 0.0 0.0 -0.1
H -3.211139 -0.475071 0.038836 0.1 0.0 0.1
H -3.525139 -0.475671 -2.251464 -0.2 0.0 0.0
H -2.713339 -0.331971 -4.553064 -0.1 0.1 0.0
H -0.275639 -0.319871 -4.996764 0.1 0.0 -0.1
H 1.321061 -0.539071 -3.139264 0.0 0.0 0.1
O 2.698661 -0.858771 0.934136 -0.6 0.2 -0.3
C 3.739261 -0.128071 1.543036 0.4 0.0 0.3
C 3.266761 0.877229 2.567236 -0.1 0.1 0.1
C 4.182461 1.547029 3.375136 -0.1 0.0 0.0
C 3.699861 2.427929 4.326736 0.0 0.0 -0.1
C 2.327561 2.598029 4.446236 0.0 -0.1 0.0
C 1.504761 1.886229 3.590936 0.0 0.3 0.2
N 1.960361 1.056729 2.664736 0.5 -0.2 -0.1
H 2.356761 -0.366671 0.166636 0.1 -0.2 -0.1
H 4.346661 0.380429 0.779936 -0.1 -0.2 0.1
H 4.383761 -0.854871 2.050836 0.0 0.1 -0.1
H 5.241461 1.369129 3.260536 0.1 0.0 0.0
H 4.374761 2.978529 4.964836 0.1 0.0 0.1
H 1.904761 3.248629 5.196636 0.0 0.1 0.0
H 0.428861 1.975829 3.646536 -0.1 0.0 0.1
C 3.404161 -4.063271 0.280936 -0.2 0.0 0.2
C 1.997061 -4.296071 -0.277764 -0.2 0.3 0.1
C 1.920061 -5.765171 -0.705164 -0.2 0.1 0.2
C 1.913661 -3.454971 -1.554364 0.0 0.1 0.1
Si 0.578861 -3.729571 1.047536 0.1 -1.7 0.0
C -1.153539 -4.575271 0.464836 0.2 0.3 0.2
C -1.204939 -6.103071 0.570436 0.3 0.2 0.1
C -2.344139 -4.063971 1.285636 0.3 0.2 0.0
C -1.423339 -4.200471 -0.995064 0.2 0.0 0.2
C 1.107861 -4.527171 2.817736 -0.1 0.3 -0.3
C 1.588961 -5.978971 2.780336 0.0 0.2 -0.3
C -0.070239 -4.494271 3.793536 -0.2 0.1 -0.2
C 2.238061 -3.692571 3.431036 0.0 0.1 -0.2
H 4.144761 -4.197971 -0.510264 0.1 0.0 -0.2
H 3.644161 -4.771871 1.066136 0.1 -0.1 0.2
H 3.504061 -3.055071 0.671436 0.1 0.1 0.1
H 2.805061 -6.024471 -1.291364 0.1 0.0 -0.1
H 1.053761 -5.944671 -1.335464 -0.1 -0.1 -0.1
H 1.882861 -6.435271 0.146936 0.0 -0.2 0.1
H 2.616361 -3.837671 -2.297564 0.1 -0.1 -0.1
H 2.171861 -2.420371 -1.347164 0.0 0.0 -0.1
H 0.924261 -3.466571 -1.997564 -0.1 0.1 -0.1
H -1.152539 -6.430771 1.605436 0.0 -0.1 0.1
H -0.407839 -6.577671 0.012436 0.1 -0.2 0.0
H -2.155239 -6.457371 0.165736 -0.1 0.0 -0.1
H -2.299739 -4.415771 2.310636 -0.1 0.0 0.2
H -3.275339 -4.428071 0.846736 -0.1 -0.1 -0.1
H -2.389939 -2.983071 1.304336 -0.1 0.0 0.1
H -0.700739 -4.655471 -1.663864 0.1 -0.1 -0.2
H -1.393639 -3.123871 -1.137164 0.0 0.1 -0.1
H -2.411839 -4.548371 -1.296064 -0.2 -0.1 0.0
H 0.833061 -6.638971 2.370136 -0.1 -0.2 -0.1
H 1.805761 -6.310471 3.796836 0.0 0.0 0.2
H 2.498861 -6.093371 2.202436 0.2 -0.1 -0.1
H -0.841939 -5.199571 3.503336 -0.1 -0.2 0.0
H -0.511839 -3.505171 3.851636 -0.1 0.0 0.1
H 0.263261 -4.768671 4.795736 0.1 -0.1 0.1
H 3.180461 -3.878571 2.928536 0.2 0.0 -0.1
H 2.366761 -3.944371 4.484136 0.0 -0.1 0.2
H 2.031561 -2.625671 3.368636 0.1 0.1 0.1
C 1.788461 3.885929 -3.134064 -0.1 0.2 0.1
C 0.372061 4.455129 -2.955764 0.1 0.0 -0.1
C 0.074961 5.286729 -4.217264 0.0 0.0 0.3
C -0.637039 3.305529 -2.931864 0.0 0.2 0.0
C 0.347961 5.370729 -1.681164 -0.3 -0.2 0.0
O 1.365261 6.366329 -1.856864 0.2 0.2 0.0
C -0.957439 6.169929 -1.425464 0.0 -0.1 0.2
C -2.121739 5.580729 -0.614664 0.0 0.1 -0.1
C -3.060839 4.684929 -1.371364 -0.2 0.0 0.2
C -3.290939 3.379829 -0.954464 -0.1 0.1 0.0
C -4.157739 2.551429 -1.642064 -0.1 0.0 -0.1
C -4.812339 3.032529 -2.762164 0.2 0.1 0.1
Cl -5.883639 1.997129 -3.638164 -0.2 -0.2 -0.1
C -4.627739 4.341029 -3.178964 0.0 -0.1 0.0
C -3.759539 5.157529 -2.477664 0.0 -0.1 0.1
C 0.887561 4.717629 -0.373464 0.3 0.8 -0.4
N 0.343061 3.496829 0.148036 0.0 -0.8 0.1
C 0.745061 2.228129 -0.038464 -0.2 0.0 0.2
N 0.049661 1.414029 0.721336 0.1 -0.3 -0.2
C -0.784039 2.234429 1.386836 0.2 0.2 -0.4
N -0.624539 3.497629 1.072836 -0.4 0.5 0.6
H 1.891061 3.474829 -4.135164 0.0 -0.1 -0.1
H 1.992261 3.088429 -2.428164 0.1 -0.2 0.1
H 2.532661 4.668629 -3.005764 0.1 0.0 0.0
H 0.073661 4.624729 -5.079964 0.0 -0.1 -0.1
H 0.833661 6.048029 -4.390264 0.1 0.1 -0.1
H -0.902739 5.759129 -4.176164 -0.1 0.0 0.0
H -0.385339 2.592329 -3.714064 0.0 -0.1 -0.1
H -1.641239 3.667929 -3.122964 -0.1 0.0 0.0
H -0.647439 2.764429 -1.993564 -0.1 -0.1 0.1
H 1.095961 6.953329 -2.571564 0.0 0.0 0.1
H -1.342439 6.527329 -2.380564 0.0 0.1 0.0
H -0.618639 7.052029 -0.871864 0.0 -0.1 -0.1
H -2.706839 6.436329 -0.262264 0.1 0.0 0.1
H -1.748039 5.059029 0.263536 -0.1 0.2 0.0
H -2.789039 3.001129 -0.078464 0.1 0.0 0.1
H -4.319539 1.539929 -1.309464 -0.1 -0.1 0.0
H -5.160839 4.715429 -4.038764 -0.1 0.0 -0.1
H -3.631239 6.182629 -2.795864 0.0 0.1 -0.1
H 0.766361 5.475429 0.405036 0.1 -0.1 0.0
H 1.958061 4.570429 -0.531564 -0.1 0.0 0.1
H 1.518461 1.934429 -0.717364 0.2 0.0 -0.2
H -1.516839 1.886429 2.087836 -0.2 0.0 0.2
```
Positions in Å, forces in eV/Å.

These are the Löwdin partial charges, in e, on atoms 1 to 4: atom 1 (Cr): 0.485, atom 2 (N): 0.077, atom 3 (C): -0.827, atom 4 (S): 0.732

=====

Look up the strongest force on any atom of the second one.
1.929 eV/Å